Record 1
114
Properties=species:S:1:pos:R:3:mulliken_charge:R:1 method="wB97M-V/def2-TZVPD" mol_weight_g_mol=764.70 homo_energy_ev=-5.3 relative_energy_kj_mol=1411.2 charge=-1 gap_ev=5.2
Cl -3.193 -3.697 0.554 -0.22
Cl -1.881 0.330 -1.337 -0.22
P -5.335 -1.806 2.814 0.91
P -4.971 -4.437 -5.516 0.79
P 9.001 3.269 3.028 0.84
Al -4.738 -0.861 0.726 -0.93
O -3.861 -2.367 3.564 -0.52
O 2.986 2.323 0.928 -0.33
O -5.929 -0.493 3.853 -0.55
O -6.466 -2.904 2.673 -0.65
O -6.407 -4.189 -4.992 -0.76
O 8.668 3.331 1.517 -0.78
N 8.518 1.613 3.104 0.13
N 7.616 4.244 3.425 0.16
N -3.320 -4.721 -6.118 -0.08
N 9.383 3.198 4.765 -0.09
N -4.390 -4.779 -3.913 0.47
N -5.451 -5.932 -6.232 0.03
C 7.062 5.093 2.357 -0.81
C -1.734 4.438 0.666 -0.41
C -4.177 1.070 1.126 0.25
C -0.877 -2.299 -1.322 -0.81
C -3.809 -6.045 -3.490 -1.26
C -3.169 4.684 1.420 -0.57
C -5.442 3.471 0.706 -0.82
C -3.181 -4.467 -7.570 -1.15
C 7.852 0.916 4.195 -0.82
C -5.176 -4.252 -2.785 -0.94
C -1.856 -1.309 -0.395 0.22
C 10.648 2.484 5.051 -1.11
C -2.329 -3.799 -5.502 -0.91
C 9.428 0.690 2.416 -1.04
C -6.325 -5.785 -7.401 -1.00
C -0.003 2.436 1.122 0.50
C -4.640 2.179 0.011 0.04
C 9.600 4.549 5.350 -1.04
C -4.683 -7.164 -6.352 -0.74
C 4.227 1.666 0.425 -0.57
C -6.454 -0.778 -0.467 -0.82
C 0.841 1.602 2.255 -0.62
C -0.528 3.913 1.699 -0.65
C -3.339 -1.994 -0.255 0.25
C 2.429 1.380 1.915 -0.32
C -4.460 4.789 0.408 -0.67
C 6.508 3.814 4.264 -1.23
H 10.569 1.412 4.879 0.27
H -2.131 -4.510 -7.885 0.38
H -3.685 -5.220 -8.175 0.32
H 7.858 5.611 1.810 0.30
H -1.374 5.469 0.202 0.29
H 0.313 0.546 2.414 0.20
H 6.845 3.399 5.216 0.38
H -4.696 1.371 2.156 0.26
H -5.616 3.327 1.863 0.32
H -1.056 3.731 2.741 0.34
H -4.589 -4.238 -1.860 -0.04
H -3.639 2.587 -0.488 -0.06
H -0.058 -1.563 -1.784 0.33
H -6.077 -4.857 -2.604 0.31
H -5.303 1.750 -0.857 0.28
H 10.931 2.579 6.107 0.40
H 9.875 4.478 6.409 0.39
H -5.321 -7.995 -6.679 0.41
H 10.381 0.593 2.938 0.30
H 4.784 1.049 1.273 0.23
H 0.526 2.542 0.083 0.31
H 4.008 0.905 -0.449 0.28
H 3.033 1.524 2.927 0.14
H 11.468 2.870 4.435 0.38
H -1.522 -2.673 -2.224 0.03
H -3.727 -2.210 -1.345 -0.05
H 0.721 2.171 3.284 0.31
H -1.765 3.675 -0.225 0.22
H -5.474 -3.213 -2.962 0.45
H 9.646 1.037 1.399 0.28
H -6.773 -6.737 -7.706 0.36
H -6.203 -0.468 -1.583 0.16
H 8.492 0.754 5.066 0.26
H -4.567 -6.824 -3.396 0.33
H -4.273 -7.512 -5.412 0.18
H 5.877 4.663 4.550 0.47
H -3.586 -3.485 -7.840 0.38
H -3.431 3.882 2.238 0.28
H 8.703 5.174 5.333 0.32
H -7.032 -1.812 -0.481 0.25
H 2.628 0.282 1.531 0.31
H -0.357 -3.142 -0.699 0.29
H 6.948 1.407 4.534 0.17
H 4.998 2.486 0.034 0.18
H -7.139 0.074 -0.011 0.22
H -5.215 -0.328 4.565 0.30
H -2.214 -3.949 -4.425 0.09
H 8.997 -0.311 2.306 0.36
H 5.870 3.093 3.749 0.25
H -6.504 3.584 0.217 0.30
H -3.080 5.734 1.980 0.33
H -5.793 -5.371 -8.259 0.28
H -3.012 -6.379 -4.158 0.39
H 10.393 5.087 4.815 0.37
H 6.421 5.882 2.764 0.32
H -1.328 -3.964 -5.918 0.44
H -4.193 4.737 -0.735 0.30
H -3.021 1.079 1.316 -0.36
H -5.126 5.739 0.625 0.33
H -3.146 -1.716 3.273 0.34
H 7.504 -0.074 3.874 0.41
H -1.278 -1.211 0.645 0.14
H -7.165 -5.114 -7.183 0.27
H -1.005 1.817 0.933 -0.54
H -2.610 -2.752 -5.666 0.38
H -3.862 -7.099 -7.071 0.26
H -3.317 -5.947 -2.516 0.38
H 0.364 4.668 1.774 0.20
H 6.464 4.505 1.645 0.16



Record 2
113
Properties=species:S:1:pos:R:3:mulliken_charge:R:1 method="wB97M-V/def2-TZVPD" mol_weight_g_mol=673.87 homo_energy_ev=-10.3 charge=+1 gap_ev=7.5
P 1.673 -6.533 0.364 0.05
F 4.139 0.546 0.608 -0.24
F 2.033 1.110 0.811 -0.15
F 1.528 -1.100 2.294 -0.30
O 5.383 -7.771 8.939 -0.38
O -3.347 3.566 -3.930 -0.44
O -0.240 6.575 -4.898 -0.26
O -4.602 -3.078 -4.791 -0.41
O -1.395 2.954 2.844 -0.41
N 2.519 -4.191 2.382 0.16
N 3.405 -5.764 3.791 -0.34
N 1.414 3.675 2.824 -0.66
N -5.544 3.430 -2.032 -0.73
N 4.037 -7.537 6.414 -0.53
N 1.927 -6.445 2.114 -0.39
N -6.016 -2.376 -7.247 -0.72
N 2.590 7.216 -5.087 -0.72
C 0.169 5.711 2.340 -1.51
C 3.953 -5.328 7.473 -1.46
C 3.287 -3.071 2.925 -0.70
C -2.276 3.867 3.474 -0.68
C 4.010 -7.455 8.899 -0.72
C -1.046 7.538 -4.241 -0.67
C 0.436 -5.245 -0.052 -1.03
C 3.248 -5.889 -0.274 -0.74
C -3.560 2.635 -0.875 -1.55
C -5.832 -0.355 -5.908 -1.34
C -0.777 3.424 1.663 0.09
C 6.251 -6.720 9.323 -0.63
C 0.329 7.003 -6.123 -0.81
C -3.648 -2.144 -4.334 -0.59
C 3.554 -6.795 7.592 0.33
C 1.610 7.834 -5.982 0.37
C -4.496 2.410 -2.057 0.50
C 3.682 -2.076 1.825 -0.80
C 2.739 -0.914 1.730 0.36
C -5.949 -2.638 -4.763 -0.68
C 2.601 -5.438 2.769 0.58
C 0.470 4.288 1.884 0.26
C -2.119 4.054 -3.422 -0.42
C -3.776 2.328 -3.409 -0.30
C 2.954 0.205 1.078 0.39
C 1.373 9.274 -5.537 -1.38
C -6.374 -1.779 -5.961 0.42
H 6.562 -6.110 8.472 0.23
H 0.578 6.084 -6.660 0.33
H 0.269 -5.347 -1.128 0.36
H 1.696 2.770 2.465 0.17
H 3.067 -5.624 -1.318 0.36
H 3.676 -5.017 0.224 0.19
H -2.791 -2.709 -3.966 0.31
H -6.471 -3.277 -7.350 0.28
H -4.483 1.932 -4.142 0.03
H 1.107 -6.743 2.632 0.28
H 0.540 9.726 -6.078 0.35
H -3.226 3.672 -0.823 0.12
H -4.072 2.412 0.060 0.47
H -5.135 4.313 -2.325 0.30
H -1.582 8.171 -4.954 0.32
H -6.147 -2.109 -3.820 0.35
H 2.058 7.867 -6.981 0.40
H 3.686 -2.603 0.864 0.15
H 3.971 -6.705 -0.259 0.33
H -5.940 0.065 -4.905 0.24
H -0.421 7.538 -6.719 0.43
H -0.104 5.742 3.395 0.32
H 1.052 6.336 2.215 0.38
H -1.510 3.950 1.037 0.00
H -6.244 3.223 -2.738 0.29
H -5.021 -2.582 -7.240 0.29
H 3.729 -6.841 9.764 0.42
H -4.047 -1.535 -3.515 0.23
H -0.474 2.523 1.121 0.19
H 2.461 -6.843 7.586 0.34
H -2.678 1.994 -0.940 0.35
H -6.551 -3.549 -4.760 0.35
H 3.380 -6.754 4.025 0.34
H 0.658 -4.192 0.150 0.32
H 0.972 4.350 0.912 0.40
H 3.487 -8.410 8.994 0.36
H 2.134 7.031 -4.198 0.31
H -7.467 -1.724 -5.921 0.40
H -1.421 3.236 -3.215 0.24
H -4.779 -0.313 -6.187 0.24
H 3.248 -5.221 4.635 0.19
H 3.676 -8.486 6.465 0.28
H -3.003 3.281 4.036 0.28
H -2.931 1.625 -3.356 0.37
H -0.450 8.168 -3.577 0.23
H -1.681 4.705 -4.177 0.17
H 5.044 -7.645 6.522 0.27
H -4.983 1.439 -1.912 0.39
H 3.377 -4.836 6.684 0.26
H -2.809 4.475 2.736 0.30
H -0.646 6.150 1.761 0.34
H 1.860 -3.990 1.642 -0.06
H -0.498 -5.509 0.449 0.31
H -3.302 -1.479 -5.129 0.23
H 0.909 3.466 3.681 0.33
H -1.755 4.529 4.169 0.23
H -6.374 0.283 -6.605 0.41
H 5.784 -6.076 10.074 0.30
H 3.757 -4.787 8.399 0.40
H 4.180 -3.467 3.408 0.50
H -2.269 4.641 -2.511 0.18
H 2.682 -2.581 3.690 0.44
H 2.850 6.301 -5.443 0.26
H 1.161 9.331 -4.469 0.28
H 5.009 -5.215 7.227 0.32
H -1.775 6.999 -3.637 0.23
H 4.706 -1.744 1.994 0.43
H 7.138 -7.177 9.758 0.26
H 2.264 9.871 -5.722 0.34



Record 3
108
Properties=species:S:1:pos:R:3:mulliken_charge:R:1 method="wB97M-V/def2-TZVPD" mol_weight_g_mol=824.61 homo_energy_ev=-4.0 charge=-1 gap_ev=6.3
I -5.951 1.292 2.433 -0.34
In -2.419 0.655 0.855 0.82
S -2.124 -2.655 1.687 -0.37
P -4.352 2.401 0.833 0.27
O -1.577 -1.832 5.883 -0.50
O -1.642 0.425 -4.751 -0.43
O -0.276 5.425 -2.963 -0.42
O 2.828 -5.035 -0.591 -0.53
O -3.664 3.545 1.840 -0.45
O 5.477 -1.544 2.884 -0.53
O 2.479 -0.489 -1.436 -0.53
N -3.297 -0.175 -2.002 -0.32
C 5.154 0.028 1.059 -1.16
C 4.625 -4.308 0.871 -0.99
C 0.254 2.551 -1.263 -0.90
C 3.810 -6.694 0.885 -1.52
C 1.547 0.483 -1.892 -0.93
C -0.400 -2.146 1.518 1.32
C 4.169 0.454 3.343 -1.45
C 1.861 -1.513 -0.683 -0.02
C -2.058 -0.010 -1.214 0.29
C -2.098 -3.130 5.596 1.26
C -0.472 0.884 -6.824 -1.24
C -2.951 -1.108 2.118 -1.43
C -1.317 6.321 -3.338 0.52
C -1.119 -4.209 6.028 -1.41
C -1.330 7.545 -2.438 -1.34
C -3.469 -3.309 6.225 -1.48
C -1.218 6.689 -4.810 -1.32
C -0.748 1.730 1.852 -0.85
C -2.994 0.887 -6.711 -1.29
C -1.707 0.289 -6.165 0.35
C -0.256 3.058 1.253 -0.96
C 0.263 -1.676 2.813 -0.69
C 3.437 -5.233 0.684 0.67
C 0.913 1.270 -0.757 1.62
C -3.947 -1.439 -1.709 -0.78
C -0.584 3.320 -0.222 0.18
C 4.572 -0.591 2.317 1.20
H 4.330 -3.268 0.736 0.04
H 0.078 1.017 1.920 -0.32
H -2.198 -3.150 4.508 -0.21
H 0.777 -0.006 -2.504 0.34
H 3.695 -1.184 2.048 -0.27
H -2.818 -0.903 3.184 0.51
H -3.897 -4.276 5.959 0.36
H -0.458 4.389 -0.414 0.26
H 5.042 1.040 3.646 0.45
H -0.468 -1.264 3.507 0.21
H -1.484 -1.735 6.837 0.31
H 1.689 1.495 -0.020 0.52
H 2.117 1.158 -2.536 0.39
H 6.274 -1.070 3.150 0.32
H -3.382 -2.317 -2.062 0.26
H 1.617 -1.177 0.332 -0.27
H 0.756 -2.510 3.317 0.15
H 2.653 -4.963 1.395 0.16
H -1.060 1.888 2.892 0.74
H -3.859 0.440 -6.221 0.33
H -1.716 -0.792 -6.327 0.27
H 2.938 -7.333 0.751 0.35
H -3.076 0.729 -7.788 0.42
H 5.402 -4.541 0.136 0.35
H -1.640 1.365 -4.528 0.22
H -0.152 -4.053 5.550 0.31
H 0.833 3.148 1.372 0.29
H -0.431 1.961 -6.640 0.25
H 5.059 -4.408 1.866 0.38
H -4.949 -1.472 -2.145 0.38
H -1.646 3.118 -0.393 -0.08
H 0.571 5.872 -3.073 0.28
H -3.013 -0.176 -2.976 0.29
H -2.934 3.175 2.358 0.36
H 3.428 1.140 2.930 0.24
H -0.330 -1.378 0.741 -1.42
H -3.016 1.965 -6.524 0.29
H -0.671 3.891 1.829 0.36
H -0.488 0.726 -7.904 0.41
H -4.046 -1.550 -0.627 0.13
H -2.167 8.203 -2.679 0.39
H -0.381 2.297 -2.118 -0.38
H -2.051 7.324 -5.114 0.38
H -1.471 -0.948 -1.185 0.47
H 0.431 0.432 -6.415 0.31
H 0.158 0.661 -0.254 -1.32
H 4.571 -6.990 0.156 0.37
H 3.483 -5.234 -1.270 0.33
H -4.144 -2.524 5.884 0.35
H -1.219 5.791 -5.428 0.26
H 0.933 -1.857 -1.154 0.34
H 5.395 -0.743 0.327 0.31
H -3.398 -3.258 7.317 0.36
H 4.443 0.715 0.599 0.15
H 2.553 -2.353 -0.622 0.12
H -2.231 5.746 -3.171 0.26
H 6.072 0.577 1.294 0.43
H 3.746 -0.022 4.228 0.34
H -1.436 0.723 -1.737 -0.76
H -0.290 7.237 -5.000 0.36
H -0.979 -4.184 7.114 0.36
H 1.015 -0.906 2.629 -0.07
H -4.013 -1.317 1.970 0.56
H 4.219 -6.860 1.883 0.38
H 1.024 3.217 -1.667 0.55
H -1.486 -5.200 5.757 0.35
H -1.413 7.245 -1.394 0.30
H -0.405 8.116 -2.563 0.35
H 0.095 -3.036 1.122 0.48